80
Properties=species:S:1:pos:R:3 method="wB97M-V/def2-TZVPD" gap_ev="5.3 / 5.3" fmax_ev_per_a=2.9 total_charge=0
Mg -0.52362 -1.63198 1.66364
C -0.83996 0.40195 -3.68785
C 0.48933 0.51725 -3.58528
C 1.24526 1.80876 -3.79463
C 0.54992 3.11971 -3.33288
C -0.37285 3.14134 -2.15016
C -1.68681 2.91844 -2.22561
C -2.39872 2.48228 -3.44091
C -1.64393 1.47243 -4.34722
C -0.45743 -0.77620 3.71585
H -1.35955 -0.51889 -3.38448
H 1.11886 -0.35680 -3.36214
H 1.48810 1.99595 -4.86649
H 2.22488 1.69969 -3.28558
H 1.37686 3.82275 -3.10683
H 0.03313 3.54413 -4.21172
H 0.07955 3.57020 -1.24714
H -2.35669 3.14271 -1.41190
H -2.65141 3.32755 -4.11552
H -3.35416 2.04724 -3.10762
H -2.40053 1.00250 -5.00061
H -0.97674 2.05651 -5.00441
H -0.79191 -1.74581 4.12778
H -1.00889 -0.03499 4.31758
H 0.61272 -0.69244 3.95668
P 1.04639 -1.58317 -0.34938
P -0.36170 0.94104 1.87666
C 0.95124 0.18342 -0.57031
C 0.36329 1.12138 0.25296
C 2.74391 -2.09887 -0.64251
C 3.57964 -1.58706 -1.65690
C 4.86851 -2.11031 -1.81150
C 5.34505 -3.09036 -0.92553
C 4.52701 -3.56870 0.11707
C 3.23713 -3.07359 0.26152
C -0.11477 -2.54505 -1.40061
C -1.51010 -2.42959 -1.15939
C -2.40265 -3.26009 -1.84090
C -1.93247 -4.18914 -2.77364
C -0.55650 -4.33101 -2.99704
C 0.35544 -3.52433 -2.30502
C 0.42715 2.22706 2.87499
C 1.78899 2.04515 3.20562
C 2.38339 2.85558 4.16839
C 1.63268 3.88274 4.76489
C 0.30030 4.11207 4.39194
C -0.30577 3.29041 3.43676
C -2.15397 1.27843 1.77936
C -3.04885 0.46373 2.50834
C -4.42311 0.65977 2.39785
C -4.91185 1.61043 1.49317
C -4.03342 2.43809 0.77382
C -2.65069 2.30393 0.95965
H 1.46640 0.52362 -1.48034
H 0.39936 2.18181 -0.01491
H 3.23085 -0.79389 -2.32994
H 5.50912 -1.74914 -2.62756
H 6.36125 -3.47034 -1.02342
H 4.89228 -4.32786 0.81482
H 2.57932 -3.42996 1.06333
H -1.90532 -1.71166 -0.42071
H -3.47145 -3.17459 -1.61970
H -2.64677 -4.80847 -3.31381
H -0.19482 -5.08513 -3.69935
H 1.43001 -3.67097 -2.44690
H 2.36409 1.25826 2.70163
H 3.42572 2.67153 4.44850
H 2.08969 4.48223 5.54984
H -0.27099 4.92578 4.85573
H -1.34118 3.47832 3.12833
H -2.66608 -0.31224 3.17481
H -5.09277 0.05846 3.02033
H -5.98723 1.68555 1.33982
H -4.42284 3.18899 0.07819
H -1.94429 2.98137 0.46265
N 0.31794 -3.31799 2.65371
C 0.79754 -3.98498 3.51879
N 1.48161 -4.68956 4.34495
C 1.11596 -5.30957 5.44404
N 0.94291 -5.93579 6.43435